(1)
DFT (ωB97M-V/def2-TZVPD) results for the molecule C5H11NO.

Each line ends with the Mulliken charge.
Positions of all 18 atoms, in Å:
C 1.272 1.960 0.233  -1.153
C 0.809 0.722 0.992  -0.463
N 0.184 -0.284 0.126  -0.114
C 0.335 -1.947 0.605  -0.893
C -1.060 0.032 -0.473  0.605
O -1.648 1.046 -0.176  -0.555
C -1.579 -0.964 -1.482  -1.098
H 1.771 2.652 0.920  0.345
H 0.426 2.480 -0.221  0.333
H 1.987 1.690 -0.552  0.313
H 0.084 0.978 1.772  0.300
H 1.662 0.229 1.467  0.412
H 0.870 -1.793 1.550  0.217
H -0.699 -2.215 0.851  0.215
H 0.795 -0.990 -0.432  0.542
H -1.824 -0.425 -2.402  0.338
H -2.509 -1.394 -1.096  0.286
H -0.876 -1.775 -1.683  0.369

Summary:
Energy   -8897.482 eV
HOMO level   -8.127 eV
ΔE to the lowest compared entry with this formula, charge and spin   4.215 eV


(2)
DFT (ωB97M-V/def2-TZVPD) results for the molecule C5H11NO.

Each line ends with the Mulliken charge.
Positions of all 18 atoms, in Å:
C -2.305 -0.699 -1.454  -0.871
N -1.215 0.042 -0.859  -0.151
C -0.073 -0.558 -0.425  0.446
O 0.115 -1.761 -0.538  -0.656
C 0.965 0.379 0.213  0.664
C 0.370 1.426 1.173  -1.470
C 2.020 -0.483 0.902  -1.415
H -2.458 -0.410 -2.499  0.282
H -3.235 -0.536 -0.900  0.290
H -2.045 -1.757 -1.411  0.312
H -1.301 1.040 -0.773  0.185
H 1.415 0.949 -0.604  0.176
H -0.297 0.947 1.894  0.346
H -0.192 2.225 0.671  0.405
H 1.177 1.915 1.731  0.391
H 2.886 0.116 1.200  0.401
H 1.592 -0.944 1.798  0.308
H 2.339 -1.299 0.250  0.355

Summary:
Structure (SMILES)   CNC(=O)C(C)C
Energy   -8901.537 eV
HOMO level   -9.595 eV
ΔE to the lowest compared entry with this formula, charge and spin   0.160 eV


(3)
DFT (ωB97M-V/def2-TZVPD) results for a structure of composition C5H11NO at a distorted geometry.

Each line ends with the Mulliken charge.
Positions of all 18 atoms, in Å:
C -1.726 -0.584 -0.023  -1.525
C -0.587 0.167 -0.685  -0.139
C 0.533 0.703 0.233  0.558
C 0.226 0.979 1.688  -1.618
N 1.476 -0.384 0.030  -0.350
C 0.952 -0.961 -1.145  -0.093
O 1.309 -0.478 -2.390  -0.497
H -1.335 -1.488 0.447  0.346
H -2.267 -0.013 0.749  0.305
H -2.473 -0.888 -0.767  0.386
H 0.664 0.228 -2.478  0.338
H -1.054 1.027 -1.251  0.330
H 0.966 1.608 -0.217  0.189
H -0.471 1.816 1.786  0.345
H -0.225 0.102 2.166  0.370
H 1.146 1.236 2.223  0.413
H 1.609 -1.027 0.800  0.317
H 1.256 -2.043 -1.167  0.322

Summary:
Energy   -8898.233 eV
HOMO level   -8.414 eV
ΔE to the lowest compared entry with this formula, charge and spin   3.464 eV


(4)
DFT (ωB97M-V/def2-TZVPD) results for the molecule C5H11NO at a distorted geometry.

Each line ends with the Mulliken charge.
Positions of all 18 atoms, in Å:
C 0.553 0.926 -1.121  -0.121
C 0.823 0.789 -2.651  -1.201
C -0.796 0.324 -0.782  0.246
N -0.986 -0.064 0.527  -0.164
C 0.122 -0.487 1.373  -0.329
C -0.410 -1.228 2.594  -1.088
O -1.749 0.494 -1.520  -0.629
H 1.389 0.547 -0.536  0.310
H 0.551 1.992 -0.985  0.228
H 1.844 1.108 -2.828  0.356
H 0.674 -0.233 -2.984  0.333
H 0.035 1.358 -3.138  0.292
H -1.848 -0.527 0.705  0.241
H 0.892 -1.032 0.811  0.337
H 0.784 0.309 1.701  0.303
H -0.116 -2.259 2.803  0.312
H -1.494 -1.396 2.547  0.318
H -0.268 -0.620 3.486  0.257

Summary:
Structure (SMILES)   CCNC(=O)CC
Energy   -8900.838 eV
HOMO level   -9.551 eV
ΔE to the lowest compared entry with this formula, charge and spin   0.859 eV


(5)
DFT (ωB97M-V/def2-TZVPD) results for the molecule C5H11NO at a distorted geometry.

Each line ends with the Mulliken charge.
Positions of all 18 atoms, in Å:
C 0.808 -0.994 -2.197  -0.947
C 0.807 -1.482 -0.728  -0.766
N 0.012 -0.684 0.203  -0.053
C -1.407 -1.041 0.052  -0.960
C 0.243 0.750 0.101  -0.546
C -0.068 1.367 1.454  -0.078
O -0.346 2.510 1.682  -0.471
H 1.842 -0.985 -2.539  0.308
H 0.251 -1.577 -2.948  0.355
H 0.418 -0.006 -2.400  0.307
H 0.472 -2.517 -0.726  0.395
H 1.846 -1.405 -0.383  0.410
H -1.645 -1.808 0.800  0.277
H -2.066 -0.171 0.235  0.393
H -1.577 -1.512 -0.936  0.310
H -0.439 1.214 -0.637  0.308
H 1.297 0.904 -0.151  0.413
H 0.019 0.682 2.338  0.344

Summary:
Structure (SMILES)   CCN(C)CC=O
Energy   -8899.676 eV
HOMO level   -8.828 eV
ΔE to the lowest compared entry with this formula, charge and spin   2.021 eV


(6)
DFT (ωB97M-V/def2-TZVPD) results for a cluster of 2 separate species, C5H11NO in total at a distorted geometry.

Each line ends with the Mulliken charge.
Positions of all 18 atoms, in Å:
C 2.861 -0.658 -0.170  -0.761
N 1.908 -0.511 0.922  -0.278
C 0.822 0.319 1.084  -0.269
C 0.074 0.848 0.099  -0.037
C -1.147 1.558 0.403  -0.090
C -1.861 2.229 -0.518  -0.824
H 2.481 -1.385 -0.888  0.300
H 2.742 0.310 -0.691  0.260
H 3.894 -0.837 0.106  0.261
H 1.768 -1.406 1.368  0.221
H 0.404 0.360 2.088  0.290
H 0.311 0.636 -0.942  0.232
H -1.476 1.394 1.431  0.211
H -2.485 3.111 -0.515  0.290
H -1.473 2.060 -1.530  0.194
H -2.429 -2.591 -2.120  0.317
H -3.230 -2.684 -0.848  0.316
O -2.321 -2.692 -1.166  -0.635

Summary:
Structure (SMILES)   C=C/C=C/NC.O
Energy   -8898.654 eV
HOMO level   -7.359 eV
ΔE to the lowest compared entry with this formula, charge and spin   3.043 eV


(7)
DFT (ωB97M-V/def2-TZVPD) results for a cluster of 2 separate species, C5H11NO in total.

Each line ends with the Mulliken charge.
Positions of all 18 atoms, in Å:
C -2.786 1.133 -0.253  -0.923
C -0.563 -1.377 0.656  -0.570
N 0.089 -0.275 0.437  0.112
C 0.567 0.927 0.731  -0.567
C 1.020 0.305 -0.527  0.159
C 2.352 -0.416 -0.687  -0.718
O 2.959 -0.725 0.544  -0.518
H -3.340 0.666 0.565  0.239
H -2.708 0.424 -1.082  0.216
H -3.311 2.031 -0.587  0.334
H -1.056 -1.518 1.610  0.283
H -0.695 -2.073 -0.164  0.272
H -1.785 1.406 0.095  0.133
H 1.049 1.240 1.646  0.237
H 0.569 0.630 -1.472  0.381
H 2.231 -1.310 -1.320  0.262
H 3.035 0.261 -1.210  0.359
H 2.373 -1.329 1.018  0.308

Summary:
Energy   -8896.841 eV
HOMO level   -7.497 eV
ΔE to the lowest compared entry with this formula, charge and spin   4.856 eV


(8)
DFT (ωB97M-V/def2-TZVPD) results for a cluster of 2 separate species, C5H11NO in total at a distorted geometry.

Each line ends with the Mulliken charge.
Positions of all 18 atoms, in Å:
C -2.047 -0.069 -0.897  -1.030
C -1.492 0.987 0.036  0.185
C -0.899 0.511 1.257  -0.747
N 0.543 -0.857 0.691  -0.530
C 1.396 -0.124 -0.035  0.650
O 1.141 1.040 -0.360  -0.659
C 2.761 -0.674 -0.453  -1.010
H -2.930 0.296 -1.426  0.350
H -1.283 -0.337 -1.637  0.243
H -2.287 -0.981 -0.340  0.279
H -0.998 1.832 -0.452  0.294
H -2.234 1.402 0.854  0.211
H -0.426 1.315 1.831  0.355
H -1.492 -0.211 1.798  0.376
H 0.895 -1.821 0.827  0.169
H 2.907 -0.459 -1.515  0.258
H 2.917 -1.741 -0.270  0.363
H 3.530 -0.110 0.091  0.245

Summary:
Energy   -8898.558 eV
HOMO level   -8.724 eV
ΔE to the lowest compared entry with this formula, charge and spin   3.139 eV


(9)
DFT (ωB97M-V/def2-TZVPD) results for a cluster of 2 separate species, C5H11NO in total at a distorted geometry.

Each line ends with the Mulliken charge.
Positions of all 18 atoms, in Å:
C -1.252 1.408 0.064  -0.867
N -0.596 0.284 0.678  -0.175
C 0.712 -0.123 0.293  -0.039
C 1.234 0.026 -0.893  -0.492
C 2.672 -0.249 -1.110  -0.192
C 3.038 -1.416 -1.629  -0.546
H -1.320 1.372 -1.089  0.262
H -0.797 2.454 0.080  0.304
H -2.356 1.554 0.421  0.263
H -0.667 0.369 1.720  0.250
H 1.218 -0.505 1.167  0.289
H 0.725 0.650 -1.650  0.183
H 3.329 0.699 -1.067  0.253
H 4.151 -1.510 -1.980  0.205
H 2.372 -2.227 -1.947  0.294
H -4.743 -0.530 2.680  0.320
H -3.873 -1.623 2.035  0.320
O -3.844 -0.633 2.226  -0.631

Summary:
Structure (SMILES)   C=C/C=C/NC.O
Energy   -8898.394 eV
HOMO level   -7.965 eV
ΔE to the lowest compared entry with this formula, charge and spin   3.304 eV


(10)
DFT (ωB97M-V/def2-TZVPD) results for a cluster of 2 separate species, C5H11NO in total at a distorted geometry.

Each line ends with the Mulliken charge.
Positions of all 18 atoms, in Å:
C -2.096 0.175 -0.928  -0.551
C -2.174 1.125 -0.001  -0.547
C -0.243 0.245 1.827  -0.497
N 0.452 -0.601 1.190  -0.211
C 1.190 -0.069 -0.278  0.516
O 1.126 1.173 -0.367  -0.667
C 2.555 -0.759 -0.346  -1.221
H -2.785 -0.667 -0.954  0.255
H -1.334 0.223 -1.701  0.297
H 0.343 -0.750 -0.745  0.068
H -1.475 1.957 -0.012  0.276
H -2.933 1.110 0.780  0.319
H 0.004 1.300 1.686  0.361
H -1.074 -0.057 2.456  0.312
H 0.077 -1.538 1.029  0.330
H 2.814 -0.807 -1.407  0.309
H 2.558 -1.774 0.067  0.323
H 3.332 -0.169 0.154  0.330

Summary:
Energy   -8897.758 eV
HOMO level   -8.381 eV
ΔE to the lowest compared entry with this formula, charge and spin   3.939 eV


(11)
DFT (ωB97M-V/def2-TZVPD) results for the molecule C5H11NO at a distorted geometry.

Each line ends with the Mulliken charge.
Positions of all 18 atoms, in Å:
C -2.349 -0.244 -0.675  -1.137
C -1.464 0.826 -0.043  -0.343
C -0.631 0.297 1.132  -0.656
N 0.361 -0.739 0.725  -0.216
C 1.546 -0.192 0.183  0.527
O 1.570 1.030 0.210  -0.556
C 2.943 -0.446 -0.568  -0.897
H -2.940 0.159 -1.504  0.344
H -1.737 -1.062 -1.070  0.296
H -3.047 -0.666 0.060  0.296
H -0.771 1.237 -0.784  0.279
H -2.084 1.666 0.303  0.304
H -0.060 1.122 1.559  0.305
H -1.295 -0.088 1.920  0.416
H 0.060 -1.701 0.836  0.201
H 2.884 0.128 -1.514  0.241
H 3.314 -1.439 -0.778  0.346
H 3.703 0.114 0.009  0.249

Summary:
Structure (SMILES)   CCCNC(C)=O
Energy   -8900.034 eV
HOMO level   -9.194 eV
ΔE to the lowest compared entry with this formula, charge and spin   1.664 eV


(12)
DFT (ωB97M-V/def2-TZVPD) results for the molecule C5H11NO.

Each line ends with the Mulliken charge.
Positions of all 18 atoms, in Å:
C 0.801 2.045 -0.304  -1.054
C -0.256 1.448 0.606  -0.485
N -0.721 0.127 0.172  -0.362
C -0.809 -0.901 1.203  -0.570
C 0.288 -0.913 0.209  0.260
C 0.292 -1.832 -1.007  -0.730
O -1.011 -2.034 -1.500  -0.546
H 1.137 2.971 0.167  0.367
H 0.356 2.279 -1.271  0.291
H 1.710 1.442 -0.497  0.300
H 0.105 1.434 1.647  0.248
H -1.142 2.097 0.606  0.321
H -0.527 -0.615 2.218  0.267
H -1.649 -1.582 1.105  0.246
H 1.257 -0.592 0.581  0.532
H 0.940 -1.381 -1.775  0.233
H 0.695 -2.816 -0.754  0.315
H -1.439 -1.167 -1.420  0.369

Summary:
Structure (SMILES)   CCN1C[C@H]1CO
Energy   -8899.648 eV
HOMO level   -9.418 eV
ΔE to the lowest compared entry with this formula, charge and spin   2.049 eV


(13)
DFT (ωB97M-V/def2-TZVPD) results for the molecule C5H11NO at a distorted geometry.

Each line ends with the Mulliken charge.
Positions of all 18 atoms, in Å:
O -0.402 -2.415 1.253  -0.478
C -0.119 -2.635 0.103  0.031
C -0.009 -1.596 -0.984  -0.573
C -0.730 -0.266 -0.871  -0.589
C -0.605 0.390 0.544  -0.676
C 0.838 2.390 0.346  -0.855
N 0.728 0.964 0.706  -0.377
H 0.152 -3.682 -0.141  0.361
H 1.054 -1.345 -1.101  0.282
H -0.309 -2.136 -1.903  0.348
H -1.800 -0.234 -1.090  0.365
H -0.269 0.546 -1.424  0.196
H -1.372 1.169 0.662  0.312
H -0.781 -0.242 1.412  0.517
H 1.705 2.831 0.844  0.337
H 0.977 2.392 -0.736  0.244
H -0.013 2.986 0.689  0.304
H 0.953 0.882 1.690  0.252

Summary:
Structure (SMILES)   CNCCCC=O
Energy   -8899.826 eV
HOMO level   -8.888 eV
ΔE to the lowest compared entry with this formula, charge and spin   1.872 eV